Entry 1:
This record from the Open Molecules 2025 dataset describes C9H11PS as an isolated structure in a non-equilibrium geometry. The level of theory is ωB97M-V with the def2-TZVPD basis set.

Summary:
multiplicity	1

Geometry (Å):
C  -2.503  -1.963  0.093
C  -2.522  -0.547  0.148
C  -1.244  -2.575  0.061
C  -1.371  0.230  0.196
C  -0.058  -1.831  -0.015
C  -0.141  -0.396  0.172
C  0.969  2.296  1.799
C  1.768  1.825  0.873
C  1.370  0.886  -1.885
P  1.488  0.338  -0.185
S  3.305  -1.681  -0.021
H  -3.304  -2.699  0.090
H  -3.439  -0.038  0.171
H  -1.257  -3.696  -0.102
H  -1.642  1.257  0.391
H  0.893  -2.120  0.020
H  1.133  3.160  2.299
H  0.004  1.807  1.985
H  2.604  2.503  0.707
H  2.266  0.744  -2.508
H  0.416  0.454  -2.301
H  1.265  2.045  -1.988

=====

Entry 2:
This record from the Open Molecules 2025 dataset describes one molecule with the formula C8H9NO2 in a non-equilibrium geometry. The level of theory is ωB97M-V with the def2-TZVPD basis set.

Summary:
multiplicity	1

Geometry (Å):
C  2.286  -0.791  -0.555
C  1.245  -1.623  -0.514
C  -1.848  0.532  -0.768
C  -1.412  1.571  -0.106
C  1.959  0.589  0.027
C  -1.230  -0.831  -0.791
C  -0.311  1.377  0.887
C  0.179  -0.971  0.333
N  0.668  0.341  0.598
O  2.614  1.594  0.134
O  -0.190  -1.604  1.524
H  3.213  -1.103  -1.077
H  0.991  -2.552  -0.982
H  -2.801  0.628  -1.243
H  -1.657  2.639  -0.190
H  -1.864  -1.557  -0.439
H  -0.840  -0.805  -1.713
H  0.421  2.259  0.948
H  -0.631  1.202  1.856
H  -0.793  -0.896  2.070

=====

Entry 3:
This record from the Open Molecules 2025 dataset describes one molecule with the formula C22H39N3O4. The level of theory is ωB97M-V with the def2-TZVPD basis set.

Summary:
multiplicity	1

Geometry (Å):
C  0.672  -1.040  -5.142
C  1.826  -0.218  -4.599
H  2.698  -0.277  -5.261
H  1.554  0.837  -4.492
O  2.184  -0.736  -3.319
C  2.995  0.052  -2.579
O  3.386  1.142  -2.931
N  3.323  -0.542  -1.412
C  2.718  -1.799  -1.009
H  1.627  -1.688  -1.001
C  3.226  -2.215  0.368
H  4.295  -2.423  0.320
H  2.719  -3.132  0.671
C  2.965  -1.126  1.412
N  1.555  -1.119  1.743
C  1.074  -0.745  2.940
O  1.751  -0.582  3.934
C  -0.459  -0.549  2.879
N  -0.747  0.609  2.050
C  -0.811  0.569  0.705
O  -0.591  -0.463  0.086
C  -1.194  1.892  0.066
C  -0.495  2.124  -1.279
C  -1.017  1.206  -2.380
C  -2.532  1.321  -2.533
C  -3.038  0.393  -3.634
H  -4.115  0.487  -3.750
H  -2.567  0.635  -4.584
H  -2.809  -0.642  -3.389
C  -3.193  0.990  -1.195
C  -2.720  1.951  -0.109
H  -3.210  1.715  0.840
H  -2.997  2.971  -0.385
H  -2.936  -0.033  -0.915
H  -4.280  1.053  -1.287
H  -2.785  2.354  -2.802
H  -0.758  0.176  -2.137
H  -0.528  1.471  -3.320
H  0.582  1.979  -1.164
H  -0.661  3.165  -1.569
H  -0.894  2.694  0.753
H  -0.847  1.487  2.533
H  -0.866  -1.423  2.357
C  -1.113  -0.432  4.262
C  -0.706  0.849  4.993
H  0.374  0.963  4.973
H  -1.023  0.793  6.031
H  -1.173  1.731  4.555
C  -2.642  -0.524  4.166
C  -3.153  -1.902  3.762
H  -2.755  -2.665  4.427
H  -4.239  -1.929  3.821
H  -2.868  -2.150  2.743
H  -3.005  0.221  3.452
H  -3.058  -0.271  5.143
H  -0.743  -1.280  4.846
H  0.905  -1.147  0.961
C  3.394  0.264  0.885
H  4.021  0.773  1.616
C  4.134  0.163  -0.445
H  4.329  1.155  -0.857
H  5.092  -0.351  -0.315
H  2.498  0.871  0.736
H  3.499  -1.361  2.338
H  2.962  -2.569  -1.749
H  0.383  -0.662  -6.119
H  0.967  -2.081  -5.236
H  -0.179  -0.979  -4.469

=====

Entry 4:
This record from the Open Molecules 2025 dataset describes C20H16N3O2PtTe as an isolated structure in a non-equilibrium geometry. The level of theory is ωB97M-V with the def2-TZVPD basis set.

Summary:
net charge	+1
multiplicity	1

Geometry (Å):
Pt  1.423  -0.212  0.043
O  2.319  2.284  3.076
C  1.952  1.770  2.055
N  2.544  0.718  1.368
C  3.831  0.267  1.593
O  4.639  0.697  2.369
C  4.129  -0.915  0.706
C  5.339  -1.572  0.769
C  5.559  -2.641  -0.083
C  4.561  -3.016  -0.972
C  3.378  -2.306  -0.991
N  3.171  -1.271  -0.165
C  0.683  2.212  1.365
C  -0.154  3.155  1.924
C  -1.283  3.531  1.216
C  -1.505  2.992  -0.046
C  -0.609  2.072  -0.546
N  0.456  1.664  0.160
H  6.076  -1.218  1.477
H  6.503  -3.168  -0.066
H  4.695  -3.848  -1.649
H  2.582  -2.546  -1.680
H  0.105  3.570  2.888
H  -1.976  4.250  1.633
H  -2.366  3.276  -0.635
H  -0.709  1.669  -1.541
C  -1.596  -0.877  -2.215
Te  -0.360  -1.895  -0.800
C  -1.776  -1.207  0.649
C  -3.001  -0.808  -0.138
C  -4.219  -0.603  0.507
C  -5.342  -0.252  -0.222
C  -5.260  -0.107  -1.602
C  -4.052  -0.311  -2.248
C  -2.917  -0.658  -1.519
H  -1.699  -1.481  -3.114
H  -1.102  0.051  -2.481
H  -1.332  -0.371  1.188
H  -1.983  -2.005  1.359
H  -4.286  -0.732  1.580
H  -6.288  -0.107  0.284
H  -6.140  0.151  -2.175
H  -3.988  -0.206  -3.324

=====

Gap between HOMO and LUMO (eV)
7.24; 9.61; 9.71; 8.35
Energy relative to the best compared isomer or geometry (same formula, charge and spin) (kJ/mol)
347.0; 253.9; 22.6; 72.2